No. 1
ORCA calculation (the ωB97M-V functional and the def2-TZVPD basis) on a cluster of 2 separate species, C7H15N3 in total.

Last column: Löwdin charge in e.
Element x y z (Å)
C -4.134 0.819 2.866  -0.179
C -2.997 2.635 2.844  -0.217
H -2.670 3.670 2.945  0.115
H -4.988 0.162 3.031  0.094
H -2.472 -0.459 2.012  0.105
C 3.826 1.801 1.867  -0.300
H -1.220 1.774 2.036  0.153
H 2.823 0.477 -0.262  0.076
C 3.227 3.695 0.550  -0.128
H 3.072 4.279 1.473  0.084
N -4.189 2.159 3.166  0.032
H 3.676 -0.359 1.558  0.064
C -2.897 0.482 2.359  -0.125
N 2.941 2.292 0.811  -0.297
H 3.723 2.499 2.720  0.115
H 4.263 3.851 0.205  0.084
H 2.538 4.072 -0.224  0.084
H 4.074 0.146 3.230  0.075
H 2.407 0.347 2.606  0.077
C 3.475 0.395 2.337  -0.102
C 3.113 1.529 -0.420  -0.120
H 4.157 1.557 -0.776  0.087
H 4.880 1.832 1.532  0.116
H 2.464 1.960 -1.200  0.086
N -2.185 1.656 2.352  0.022

- SMILES string: c1c[nH]cn1.CCN(C)C
- HOMO energy: -0.322 Eh
- LUMO: 0.603 eV
- Relative energy (zero: lowest compared OMol25 entry of this formula, charge and spin): 0.089 eV
- 2S+1: 1

***

No. 2
ORCA calculation (the ωB97M-V functional and the def2-TZVPD basis) on a structure of composition C7H15N4OS.

Last column: Löwdin charge in e.
Element x y z (Å)
H -2.041 0.210 1.836  0.049
C -0.034 -1.587 0.258  -0.012
C 1.053 1.437 1.280  -0.573
H -2.196 1.951 1.316  0.065
N -0.622 0.775 -0.102  -0.009
C -2.312 -0.945 -0.629  -0.019
H -0.231 -2.607 -0.059  0.106
H -0.857 -0.009 -2.714  0.095
H 0.770 -0.210 -2.043  0.089
N 2.320 1.718 1.597  0.122
O 3.217 0.784 -0.294  0.108
H 2.516 2.029 2.539  0.145
N 4.576 1.905 1.136  0.196
N 0.647 1.111 0.127  0.057
H -1.073 1.434 -0.750  0.183
H 1.034 -1.403 0.171  0.090
H -2.631 -1.380 0.314  0.085
C 3.405 1.419 0.702  -0.562
S -0.183 1.546 2.589  0.999
H 4.658 2.545 1.907  0.115
H 5.377 1.779 0.539  0.131
C -1.541 1.128 1.568  -0.274
H -2.914 -0.060 -0.829  0.093
H -0.212 -1.621 -2.428  0.102
H -0.322 -1.500 1.303  0.087
C -0.817 -0.625 -0.624  -0.553
C -0.244 -0.606 -2.043  -0.015
H -2.531 -1.672 -1.406  0.101

- HOMO energy: -0.492 Eh
- LUMO: -3.652 eV
- Relative energy (zero: lowest compared OMol25 entry of this formula, charge and spin): 0.000 eV
- 2S+1: 1
- Charge: +1

***

No. 3
ORCA calculation (the ωB97M-V functional and the def2-TZVPD basis) on a cluster of 2 separate species, C7H15NO in total.

Last column: Löwdin charge in e.
Element x y z (Å)
C 1.460 0.604 -0.759  -0.131
C 0.659 0.625 0.308  -0.155
C 0.671 2.010 -2.773  -0.106
N 0.528 -0.437 1.205  -0.044
H -3.662 -0.328 0.579  0.051
H 0.144 -3.633 -0.035  0.042
C -0.497 -0.407 2.207  -0.241
H -0.569 -2.277 -0.506  0.026
H 0.084 1.476 0.652  0.119
H 2.696 1.938 -1.953  0.098
H -0.240 2.356 -2.288  0.065
H 1.805 -0.352 -1.145  0.104
H -0.253 -1.092 3.025  0.109
H 0.458 1.034 -3.223  0.064
H -2.322 -1.672 2.103  0.090
C -2.666 -0.052 0.898  -0.001
H 1.567 2.700 -0.965  0.096
C 1.666 1.811 -1.600  -0.292
H -2.350 0.883 0.437  0.053
H 0.801 -1.358 0.931  0.089
H -0.483 0.547 2.754  0.120
O 0.193 -2.849 -0.579  -0.047
C -1.893 -0.745 1.723  -0.170
H 1.059 2.578 -3.615  0.061

- SMILES string: C=CCN/C=C/CC.O
- HOMO energy: -0.276 Eh
- LUMO: 0.737 eV
- Relative energy (zero: lowest compared OMol25 entry of this formula, charge and spin): 2.601 eV
- 2S+1: 1

***

No. 4
ORCA calculation (the ωB97M-V functional and the def2-TZVPD basis) on the molecule C7H15NO.

Last column: Löwdin charge in e.
Element x y z (Å)
C 0.671 -0.576 1.543  -0.235
N -1.122 1.188 -0.295  -0.093
H 0.113 -1.512 1.694  0.107
H 0.316 -0.746 -1.931  0.138
H -0.715 -2.721 0.148  0.070
H 0.068 1.650 -1.992  0.115
H -2.009 -0.660 0.005  0.124
C 0.075 1.753 -0.895  -0.206
H 1.607 -0.661 2.107  0.120
C -1.383 -0.174 -0.750  -0.179
O -0.026 0.495 2.116  -0.084
C 1.309 1.053 -0.302  -0.136
H -1.931 1.777 -0.459  0.124
C 1.012 -0.419 0.044  -0.265
H 2.129 1.115 -1.019  0.112
H -0.999 -2.768 -1.589  0.079
H 1.615 1.568 0.608  0.112
H -0.620 0.854 1.427  0.045
C -0.300 -2.448 -0.818  -0.065
H 1.915 -1.013 -0.131  0.137
C -0.066 -0.944 -0.922  -0.342
H -1.933 -0.195 -1.705  0.123
H 0.635 -2.986 -0.956  0.081
H 0.107 2.820 -0.663  0.119

- SMILES string: C[C@H]1CNCC[C@H]1CO
- HOMO energy: -0.339 Eh
- LUMO: 0.906 eV
- Relative energy (zero: lowest compared OMol25 entry of this formula, charge and spin): 0.886 eV
- 2S+1: 1

***

Number 1: E_tot -11972.012 eV. Number 2: E_tot -26338.426 eV. Number 3: E_tot -11038.074 eV. Number 4: E_tot -11039.789 eV.